1.
{
  "formula": "C5H12Si",
  "method": "wB97M-V/def2-TZVPD",
  "species": ["C", "C", "C", "C", "C", "Si", "H", "H", "H", "H", "H", "H", "H", "H", "H", "H", "H", "H"],
  "coordinates": [[-0.454795, 0.241474, 2.473580], [-0.095948, 0.638233, 1.278181], [-1.778041, -0.704515, -1.180761], [-0.477323, 0.044217, -1.208321], [0.454785, -0.231500, -0.026800], [2.205372, 0.357166, -0.345907], [-0.688813, 0.865140, 3.319769], [-0.441674, -0.853657, 2.667957], [-0.216234, 1.721691, 0.962269], [-2.025281, -0.749771, -0.087720], [-1.705049, -1.804619, -1.566092], [-2.671760, -0.283831, -1.767423], [0.229910, -0.296206, -1.991564], [-0.850105, 1.118378, -1.414029], [0.472866, -1.235544, 0.102685], [2.905842, -0.069342, 0.834647], [2.563203, 1.721640, -0.706638], [2.573045, -0.478953, -1.343833]],
  "forces_ev_per_a": [[-2.606, -5.215, 9.474], [3.800, 3.896, -12.435], [-1.601, -2.493, 0.009], [0.362, 1.237, -1.686], [-2.069, 6.216, 2.525], [-0.972, 0.588, 1.919], [0.324, 0.165, 0.043], [-0.438, 0.898, 0.098], [-0.181, -1.462, 0.313], [-0.452, -0.127, -0.943], [0.068, 1.795, 0.827], [1.542, -0.221, 0.912], [-1.089, 0.440, -0.745], [1.618, -1.214, 0.614], [0.172, -3.247, 0.891], [0.659, -0.010, 0.717], [-0.337, 0.491, -0.007], [1.201, -1.737, -2.527]],
  "nbo_charge": [-0.343, -0.151, -0.618, -0.415, -0.641, 0.925, 0.179, 0.161, 0.168, 0.208, 0.203, 0.218, 0.200, 0.217, 0.225, -0.175, -0.154, -0.207],
  "orbital_gap_ev": [6.203, 8.219],
  "fmax_ev_per_a": 13.6,
  "s2": 2.007,
  "relative_energy_kj_mol": 306.2,
  "spin_multiplicity": 3,
  "homo_ev": [-5.11, -10.43]
}

2.
{
  "formula": "C5H13BClInNO3Sr",
  "method": "wB97M-V/def2-TZVPD",
  "species": ["N", "B", "O", "In", "Cl", "C", "C", "C", "C", "O", "C", "O", "H", "H", "H", "H", "H", "H", "H", "H", "H", "H", "H", "H", "H", "Sr"],
  "coordinates": [[2.651119, -1.062605, 1.413389], [2.744979, -0.513117, 0.123527], [3.636150, -1.080847, -0.825877], [1.557510, 1.308633, -0.588693], [1.006685, 0.820592, -3.022840], [-0.110004, 2.114390, 0.534613], [-1.414214, 1.308323, 0.483655], [-1.281238, -0.132202, 0.987498], [-2.523489, -0.987389, 0.748372], [-2.974126, -0.890045, -0.617470], [-2.253057, -1.653884, -1.461694], [-1.479161, -1.213219, -2.280394], [2.063202, -0.563344, 2.064052], [2.564782, -2.062577, 1.537471], [3.324257, -1.887595, -1.250335], [2.838164, 2.633467, -0.801365], [-0.303931, 3.137586, 0.197366], [0.227316, 2.189607, 1.577609], [-2.138469, 1.804502, 1.148904], [-1.862975, 1.335594, -0.514505], [-0.416658, -0.628884, 0.524022], [-1.096012, -0.107107, 2.070263], [-3.363351, -0.679646, 1.378775], [-2.313686, -2.040622, 0.984720], [-2.436827, -2.735606, -1.360089], [3.353034, 1.585995, -3.050974]],
  "forces_ev_per_a": [[-0.873, 0.246, -0.458], [0.517, 0.012, -0.362], [-0.397, 0.084, -0.533], [-0.542, 0.214, 2.372], [-1.480, -0.420, -0.376], [-0.260, 0.012, -0.247], [-0.270, 0.162, 0.331], [-0.017, 0.081, -0.142], [-0.098, -0.165, 0.343], [0.196, 0.159, -0.010], [0.929, 0.250, -0.882], [-0.923, -0.333, 0.814], [-0.074, -0.160, 0.096], [0.643, -0.069, 0.218], [0.174, -0.210, 0.169], [-0.024, -0.113, -1.007], [0.051, -0.117, 0.081], [0.106, -0.005, -0.173], [0.019, -0.042, -0.199], [0.209, -0.131, 0.086], [-0.065, 0.066, 0.004], [0.048, -0.137, -0.144], [0.115, 0.080, -0.261], [-0.036, 0.123, -0.009], [-0.006, 0.020, 0.119], [2.059, 0.391, 0.171]],
  "mulliken_charge": [-0.447, 0.433, -0.652, 0.704, -0.653, -1.244, -0.504, -0.104, -0.846, -0.293, 0.058, -0.455, 0.223, 0.240, 0.287, -0.322, 0.410, 0.352, 0.375, 0.316, -0.001, 0.339, 0.357, 0.416, 0.435, 1.577],
  "orbital_gap_ev": 6.641,
  "fmax_ev_per_a": 2.4,
  "charge": 1,
  "homo_ev": -11.33
}

3.
{
  "formula": "C5H13BO2S",
  "method": "wB97M-V/def2-TZVPD",
  "species": ["B", "C", "C", "C", "C", "C", "O", "O", "S", "H", "H", "H", "H", "H", "H", "H", "H", "H", "H", "H", "H", "H"],
  "coordinates": [[-1.278941, 0.541819, 3.291926], [-1.350637, 1.823425, 4.028220], [0.597444, -1.040788, -1.646554], [0.953809, 0.292099, -1.103683], [0.781944, -1.027482, -3.223348], [0.507352, 0.461245, 0.401295], [-1.963001, 1.231158, -0.043566], [0.293811, -2.291423, -3.657546], [-1.273776, 0.177864, 0.660147], [-0.281884, -0.039073, 3.146367], [-2.255416, -0.379155, 3.300218], [-0.437563, 2.503564, 4.270323], [-2.239792, 2.116238, 4.678804], [1.474035, -1.589575, -1.142899], [-0.348910, -1.443296, -1.379158], [0.419896, 1.163144, -1.586513], [2.049962, 0.387619, -1.107994], [1.721084, -0.792906, -3.655596], [0.145212, -0.284384, -3.548189], [0.825115, -0.373793, 1.062325], [0.703812, 1.551507, 0.728175], [0.956441, -2.987807, -3.472754]],
  "forces_ev_per_a": [[-2.077, -3.624, 0.354], [0.307, 3.018, 2.207], [4.107, -0.056, -1.133], [-1.401, 2.234, 1.917], [-0.825, -2.616, 2.921], [-0.314, 0.411, -0.292], [-1.730, 2.188, -1.559], [0.465, -0.566, -0.753], [1.750, -1.396, 0.910], [0.979, 0.025, -0.290], [1.297, 2.027, -0.093], [-1.657, -1.245, -0.728], [1.138, -0.409, -1.141], [-1.626, -0.546, -0.945], [-0.762, -0.265, 0.045], [0.862, -0.828, -0.027], [-0.418, 0.511, -0.301], [1.382, 0.080, 0.200], [-1.758, 1.385, -1.059], [0.803, 0.866, -0.156], [-0.016, -1.955, 0.022], [-0.505, 0.761, -0.101]],
  "nbo_charge": [0.152, -0.521, -0.429, -0.411, -0.053, -0.623, -0.799, -0.722, 1.050, -0.080, -0.054, 0.183, 0.192, 0.191, 0.221, 0.211, 0.214, 0.169, 0.172, 0.224, 0.245, 0.466],
  "orbital_gap_ev": [9.186, 7.819],
  "fmax_ev_per_a": 4.3,
  "s2": 2.007,
  "relative_energy_kj_mol": 149.3,
  "spin_multiplicity": 3,
  "homo_ev": [-8.46, -9.87]
}

4.
{
  "formula": "C5H13BS",
  "method": "wB97M-V/def2-TZVPD",
  "species": ["B", "C", "C", "C", "C", "C", "S", "H", "H", "H", "H", "H", "H", "H", "H", "H", "H", "H", "H", "H"],
  "coordinates": [[0.104231, -0.226919, -0.392521], [0.857351, 1.090616, -2.506889], [1.135943, -2.328373, 0.745613], [-1.979940, 1.903502, 2.283036], [0.277090, -0.204222, -1.912804], [0.240916, -1.081304, 0.870471], [-1.475436, 2.371175, 0.611072], [0.312773, 1.956374, -2.138941], [1.902847, 1.190354, -2.226774], [0.793059, 1.072706, -3.592061], [2.160483, -2.037923, 0.530055], [1.125953, -2.895210, 1.673258], [0.788242, -2.974480, -0.057151], [-3.038914, 1.651489, 2.285751], [-1.795549, 2.746050, 2.945736], [-1.394631, 1.047460, 2.612762], [-0.722065, -0.345067, -2.342257], [0.883759, -1.049856, -2.265464], [-0.770234, -1.399804, 1.157280], [0.594123, -0.486569, 1.719826]],
  "forces_ev_per_a": [[-0.902, 0.796, 0.552], [-0.021, 0.087, 0.145], [-0.075, 0.163, -0.289], [0.036, -0.060, -0.291], [0.054, 0.328, -0.065], [0.120, 0.020, 0.189], [1.080, -1.382, -1.025], [-0.003, 0.062, 0.036], [0.074, 0.122, -0.012], [0.019, -0.042, -0.040], [0.135, -0.067, -0.008], [0.005, -0.019, 0.035], [0.034, -0.121, -0.036], [0.013, -0.062, 0.178], [-0.017, -0.060, 0.147], [-0.053, -0.035, 0.232], [-0.127, -0.089, 0.181], [-0.102, -0.090, 0.289], [-0.097, 0.222, -0.087], [-0.174, 0.226, -0.132]],
  "nbo_charge": [1.226, -0.578, -0.586, -0.747, -0.973, -0.973, -0.366, 0.238, 0.205, 0.214, 0.207, 0.222, 0.205, 0.200, 0.207, 0.192, 0.288, 0.251, 0.287, 0.281],
  "orbital_gap_ev": 6.771,
  "fmax_ev_per_a": 2.0,
  "relative_energy_kj_mol": 211.8,
  "homo_ev": -7.10
}

Calculated total energy, respectively: -486.924416; -1184.509744; -771.620247; -621.236999 Ha.